DFT (wB97M-V/def2-TZVPD) results for the ion CH6N3OS with charge +1 at a distorted geometry.

Calculated values
**Molecular weight**: 108.146 g mol⁻¹
**Charge**: +1
**Energy above the lowest of the compared OMol25 structures with the same formula, charge and spin**: 33.36 kcal per mole
**E_HOMO**: -14.0 eV
**Largest force on an atom**: 3.761 eV Å⁻¹
**E_LUMO**: -3.686 eV
**Total energy**: -18478.8935 eV

XYZ file:
```
12
Properties=species:S:1:pos:R:3:forces:R:3:mulliken_charge:R:1
C -0.234427 -0.181660 -0.050805 0.3741 0.4342 0.2995 0.6556
N -0.627289 -1.431208 0.003959 -2.5203 1.4677 -0.1342 -0.3132
N 1.029310 0.200070 -0.032511 1.8550 -0.8358 -0.5868 -0.0075
N 1.270974 1.567479 0.067366 0.3726 0.4468 3.7160 -0.5881
O -2.473469 -0.085727 0.124490 -2.0147 0.8981 0.0561 -0.5360
S -1.321780 1.115105 -0.074597 -1.0242 -0.5033 0.3731 0.2337
H -1.660373 -1.631418 0.165460 2.1527 0.2956 -0.4535 0.2979
H 0.068310 -2.072218 0.114094 1.8667 -2.5091 0.3653 0.1526
H 1.739564 -0.558959 -0.168745 -0.3134 1.5284 0.2583 0.2214
H 1.720566 1.898198 1.037878 -1.3285 -1.2364 -3.1047 0.2735
H 1.538079 2.124287 -0.718931 0.4471 -0.4418 -0.6858 0.2461
H -3.395437 0.172106 -0.005955 0.1328 0.4556 -0.1034 0.3640
```
Forces are in eV/Å.